No. 1
{"formula": "C5H29N2O7S", "method": "ωB97M-V/def2-TZVPD", "charge": 1, "orbital_gap_ev": 9.252, "total_energy_ev": -33797.0997, "largest_force_ev_per_a": 2.17, "de_lowest_ev": 2.385, "elements": ["C", "N", "C", "C", "S", "C", "N", "C", "H", "H", "H", "H", "H", "H", "H", "H", "H", "H", "H", "H", "H", "H", "H", "H", "H", "O", "H", "H", "O", "H", "H", "O", "H", "H", "O", "H", "H", "O", "H", "H", "O", "H", "H", "O"], "positions_angstrom": [[1.377890, 0.033776, -2.163718], [0.855491, 0.691023, -0.941215], [-0.001915, 1.833792, -1.329348], [0.774609, 3.157618, -1.371326], [-0.170940, 4.596549, -0.728466], [0.341709, -1.006000, -2.506322], [0.425591, -2.161048, -1.567024], [0.361913, -3.550385, -2.095581], [1.487845, 0.714977, -3.018246], [2.388494, -0.310589, -1.975746], [1.560192, 0.960189, -0.269582], [-0.447744, 1.658142, -2.307237], [-0.888242, 1.827247, -0.686979], [1.718391, 3.091449, -0.824606], [1.087863, 3.578952, -2.323420], [-0.075233, 4.349028, 0.593883], [-0.656562, -0.594455, -2.613128], [0.409038, -1.417979, -3.524614], [1.248850, -1.977917, -0.980966], [-0.245769, -2.085149, -0.757419], [1.088345, -4.144544, -1.550231], [-0.628889, -3.936031, -1.868378], [0.505784, -3.583514, -3.169793], [1.198721, -1.505970, 1.672650], [0.602243, -0.227735, 2.033664], [0.409836, -1.180518, 2.130425], [-0.869420, -2.388726, 1.431972], [-2.029596, -2.601420, 0.538995], [-1.079010, -2.785889, 0.564822], [-2.706571, 2.725968, 1.621147], [-1.644081, 3.246100, 2.691245], [-2.428535, 2.758060, 2.537385], [3.825620, -0.808905, -0.043756], [3.852158, -2.261568, -0.003899], [3.216571, -1.559020, -0.046601], [-1.812673, -0.290247, 3.988159], [-2.295733, 0.691837, 2.900571], [-1.578077, 0.092708, 3.137234], [-4.361831, 0.292434, 2.113789], [-4.535774, -0.013185, 0.697991], [-4.056702, -0.357380, 1.465294], [0.740712, 1.948911, 2.532539], [1.559822, 1.168200, 3.482971], [1.475608, 1.331214, 2.532869]], "atomic_forces_ev_per_a": [[-0.33, 0.97, 0.57], [-0.35, 0.11, -1.29], [0.16, -0.31, 0.27], [-0.15, 0.98, 0.92], [0.03, -0.14, 0.16], [0.20, -1.06, -1.88], [-0.11, 0.96, 1.32], [-0.36, 0.01, 0.39], [-0.17, 0.10, 0.14], [-0.09, -0.72, -0.05], [0.13, 0.10, -0.14], [0.19, -0.24, -0.19], [0.37, 0.59, 0.34], [-0.20, -0.12, 0.22], [-0.26, -0.65, -0.51], [0.05, -0.08, -0.23], [-0.23, 0.23, 1.00], [0.81, -0.03, 0.22], [0.60, -0.38, -0.57], [-0.50, -0.24, -0.41], [0.05, -0.12, -0.22], [0.03, -0.06, -0.03], [0.30, 0.13, 0.03], [0.02, -0.45, 0.21], [-0.66, -0.07, 0.51], [1.13, -0.10, -0.67], [0.65, 0.33, -0.12], [-0.01, -0.23, -0.26], [-0.88, 0.12, 0.26], [0.51, 0.53, -0.22], [0.95, 0.82, -0.35], [-1.66, -1.21, 0.42], [-0.38, 0.34, 0.06], [0.31, -1.10, 0.11], [-0.03, 0.62, -0.08], [-0.03, 0.02, -0.04], [0.17, 0.10, 0.18], [-0.06, 0.07, 0.16], [0.17, -0.36, 0.39], [0.13, -0.44, -0.22], [-0.47, 0.81, -0.29], [-0.26, 0.15, -0.27], [0.25, -0.28, -0.13], [0.01, 0.30, 0.28]]}

=====

No. 2
{"formula": "C27H51AlClN7OP", "method": "ωB97M-V/def2-TZVPD", "charge": -1, "orbital_gap_ev": 5.993, "total_energy_ev": -69714.1004, "largest_force_ev_per_a": 1.57, "elements": ["C", "Al", "C", "C", "N", "P", "O", "Cl", "H", "H", "H", "H", "H", "H", "H", "H", "H", "C", "C", "C", "C", "N", "H", "H", "H", "H", "H", "H", "H", "C", "C", "C", "C", "N", "H", "H", "H", "H", "H", "H", "H", "C", "C", "C", "C", "N", "H", "H", "H", "H", "H", "H", "H", "C", "C", "C", "C", "N", "H", "H", "H", "H", "H", "H", "H", "C", "C", "C", "C", "N", "H", "H", "H", "H", "H", "H", "H", "C", "C", "C", "C", "N", "H", "H", "H", "H", "H", "H", "H"], "positions_angstrom": [[0.105456, -6.045362, -1.141792], [-0.188661, -4.298251, -2.123090], [-2.160543, -3.795758, -2.339472], [-2.880784, -3.721683, -1.053274], [-4.031492, -4.197753, -0.821086], [0.740947, -2.527629, -0.851115], [1.400642, -1.489911, -2.020510], [2.325037, -3.351145, 0.304792], [0.380663, -6.866708, -1.795643], [-0.756401, -6.372143, -0.560365], [0.924558, -5.935674, -0.436018], [0.419077, -4.438848, -3.607478], [-2.168079, -2.778050, -2.723444], [-2.684132, -4.428293, -3.049813], [-2.342110, -3.222371, -0.262096], [-4.345239, -4.615589, -1.696976], [1.278029, -0.621782, -1.629167], [4.880895, -1.086969, -2.704823], [4.548203, 0.063539, -3.644549], [5.767752, 0.916417, -4.016527], [6.373801, 1.535892, -2.830149], [6.844715, 2.020018, -1.909987], [5.260234, -0.724745, -1.747709], [3.986250, -1.672823, -2.496936], [5.631558, -1.749514, -3.143359], [3.788433, 0.696522, -3.183017], [4.113599, -0.337638, -4.561526], [5.480639, 1.712507, -4.704049], [6.524928, 0.304335, -4.508241], [4.938815, -2.959590, 3.071378], [5.142486, -1.732854, 3.954991], [3.844399, -0.956046, 4.195428], [3.287468, -0.478118, 2.925924], [2.874941, -0.107227, 1.929363], [4.585891, -2.683435, 2.077096], [5.877869, -3.500444, 2.948441], [4.209807, -3.642974, 3.510100], [5.880956, -1.073302, 3.494313], [5.548375, -2.042868, 4.920798], [4.024441, -0.095462, 4.840576], [3.102924, -1.591530, 4.680813], [3.305136, 5.688757, 2.299259], [3.481646, 4.293995, 2.888999], [2.252888, 3.397399, 2.707339], [1.079826, 3.976968, 3.374033], [0.176713, 4.427021, 3.907286], [2.499799, 6.233440, 2.794347], [4.203924, 6.281644, 2.428970], [3.076841, 5.634860, 1.231928], [3.717224, 4.381699, 3.952377], [4.333644, 3.806293, 2.410181], [2.440113, 2.409797, 3.126150], [2.027516, 3.270693, 1.648677], [8.362009, 9.382440, 1.868202], [8.533743, 7.987666, 2.459406], [7.294522, 7.105582, 2.277849], [6.129135, 7.697524, 2.945001], [5.239028, 8.172227, 3.468816], [7.556673, 9.927841, 2.361649], [9.275622, 9.964324, 1.991644], [8.135991, 9.331135, 0.801494], [8.767649, 8.071862, 3.522298], [9.383080, 7.495116, 1.982871], [7.464784, 6.114927, 2.699213], [7.061748, 6.983324, 1.219266], [-8.130313, -0.362242, -2.389354], [-7.909904, -1.840634, -2.689035], [-6.709182, -2.429136, -1.942527], [-5.479590, -1.732765, -2.337262], [-4.567665, -1.135000, -2.673998], [-7.279331, 0.240136, -2.709651], [-9.012267, 0.009577, -2.915103], [-8.280297, -0.200267, -1.319923], [-7.772099, -1.973520, -3.765258], [-8.801183, -2.400661, -2.407325], [-6.598159, -3.487915, -2.169646], [-6.836110, -2.335025, -0.867095], [-12.440820, -2.918074, -1.546465], [-12.230159, -4.385775, -1.190298], [-11.437523, -4.576063, 0.106885], [-10.103408, -3.977290, -0.007110], [-9.068894, -3.504740, -0.095583], [-11.491454, -2.409668, -1.721166], [-13.032687, -2.827467, -2.457366], [-12.967296, -2.391832, -0.747806], [-11.710634, -4.885301, -2.010016], [-13.200222, -4.874661, -1.081325], [-11.320787, -5.635854, 0.332136], [-11.955639, -4.109107, 0.945240]], "atomic_forces_ev_per_a": [[-0.16, 0.49, 0.15], [-0.12, -1.34, -0.61], [0.61, 0.34, 0.71], [0.32, -0.25, -0.97], [-0.57, -0.22, 0.57], [-0.54, 0.84, 0.27], [0.04, -0.53, 0.50], [0.26, 0.00, -0.36], [0.00, -0.13, -0.33], [-0.19, -0.04, 0.09], [0.23, 0.03, 0.21], [0.18, 0.21, -0.15], [0.19, 0.33, -0.29], [-0.14, -0.17, -0.20], [-0.05, 0.32, 0.53], [-0.21, -0.17, -0.03], [0.20, 0.22, -0.07], [-0.03, -0.05, 0.04], [-0.05, -0.20, 0.11], [-0.18, 0.00, 0.21], [-0.30, -0.38, -0.88], [0.35, 0.39, 0.72], [0.04, 0.02, -0.02], [0.00, 0.00, -0.01], [0.01, 0.01, 0.00], [0.00, 0.05, -0.05], [0.01, 0.09, -0.04], [0.06, 0.03, -0.02], [0.04, 0.00, 0.01], [0.07, 0.04, -0.01], [0.11, -0.25, -0.06], [0.13, -0.05, -0.19], [0.24, -0.26, 0.91], [-0.30, 0.46, -0.80], [-0.07, 0.00, 0.03], [-0.01, -0.01, 0.02], [-0.02, 0.00, -0.03], [-0.03, 0.06, 0.04], [-0.04, 0.08, 0.04], [-0.05, 0.03, 0.01], [-0.04, -0.01, -0.01], [-0.11, -0.12, -0.05], [0.12, 0.20, -0.09], [0.07, 0.24, 0.19], [0.70, -0.55, -0.49], [-0.67, 0.40, 0.43], [-0.04, -0.04, -0.02], [-0.05, -0.07, -0.06], [-0.02, -0.01, 0.01], [-0.02, -0.07, 0.01], [-0.04, -0.09, 0.02], [-0.10, -0.07, -0.08], [-0.04, -0.06, -0.01], [0.03, -0.01, 0.03], [0.10, 0.19, -0.07], [0.01, 0.13, 0.15], [1.26, -0.62, -0.70], [-1.03, 0.73, 0.73], [-0.04, -0.03, -0.02], [0.00, 0.00, -0.03], [-0.01, 0.01, 0.00], [-0.02, -0.07, 0.01], [-0.04, -0.08, 0.02], [-0.05, -0.04, -0.03], [-0.03, -0.02, -0.01], [-0.06, 0.00, -0.05], [-0.09, 0.18, -0.07], [0.09, 0.16, -0.26], [-0.73, -0.49, 0.34], [0.68, 0.51, -0.33], [0.04, -0.03, 0.04], [-0.01, 0.00, 0.03], [0.01, 0.00, 0.00], [0.04, -0.04, 0.02], [0.04, -0.09, 0.04], [0.05, -0.04, 0.10], [0.02, -0.06, 0.06], [0.00, -0.03, -0.03], [-0.13, 0.15, -0.12], [0.08, 0.03, -0.26], [-0.84, -0.44, 0.30], [0.71, 0.36, -0.06], [0.01, -0.01, 0.05], [-0.02, 0.01, 0.01], [0.01, 0.02, 0.00], [0.02, -0.06, 0.05], [0.04, -0.06, 0.05], [0.03, -0.01, 0.05], [0.02, 0.02, 0.03]]}